Record 1
Computed, not measured: a gas-phase ion, C12H14N (charge +1) at a distorted geometry, with ωB97M-V with the def2-TZVPD basis set.

* relative energy (zero: lowest compared OMol25 entry of this formula, charge and spin): 446.32 kJ/mol
* LUMO energy (spin up / spin down): -3.7 / -4.5 eV
* electronic energy: -14149.9200 eV
* HOMO energy (spin up / spin down): -11.79 / -11.87 eV

Structure (ORCA input):
```
! RIJCOSX wB97M-V def2-TZVPD def2/J DEFGRID3
* xyz 1 1
C 0.94 0.78 1.90
C 1.91 0.28 2.45
C -0.75 -1.77 -3.14
C -0.27 -2.65 -2.19
C -0.97 -0.43 -2.85
C -0.02 -2.21 -0.89
C -0.72 0.05 -1.56
C -0.26 -0.89 -0.69
C -1.00 1.49 -1.20
C -0.17 2.05 -0.01
C -0.16 1.22 1.22
C 3.04 -0.32 3.08
N -1.50 0.90 1.80
H -0.94 -2.12 -4.14
H -0.09 -3.69 -2.44
H -1.36 0.24 -3.60
H 0.35 -2.87 -0.13
H -0.79 2.12 -2.06
H -2.07 1.58 -0.99
H 0.86 2.19 -0.33
H -0.59 3.05 0.20
H 3.21 0.12 4.06
H 3.93 -0.18 2.47
H 2.86 -1.39 3.21
H -1.87 1.67 2.38
H -1.41 0.07 2.39
H -2.16 0.71 1.04
*
```

natural (NBO) atomic charge list, values in e, 4 entries:
1 C -0.1847
2 C 0.2082
3 C -0.2106
4 C -0.1768


Record 2
Computed, not measured: a single C6H10O molecule, with ωB97M-V with the def2-TZVPD basis set.

* SMILES string: C#C[C@](C)(O)CC
* relative energy (zero: lowest compared OMol25 entry of this formula, charge and spin): 178.53 kJ/mol
* LUMO energy: 0.9 eV
* electronic energy: -8429.3900 eV
* HOMO energy: -10.04 eV

Structure (ORCA input):
```
! RIJCOSX wB97M-V def2-TZVPD def2/J DEFGRID3
* xyz 0 1
C 1.24 -1.91 -1.08
C 0.83 -0.80 -0.85
C 0.42 0.23 0.14
C 1.36 1.43 0.16
O 0.55 -0.45 1.40
C -1.05 0.63 0.05
C -2.00 -0.55 -0.20
H 1.57 -2.92 -1.13
H 2.41 1.10 0.13
H 1.20 2.13 -0.68
H 1.19 1.95 1.10
H 1.45 -0.79 1.42
H -1.27 1.08 1.02
H -1.19 1.40 -0.72
H -3.04 -0.23 -0.07
H -1.79 -1.36 0.51
H -1.89 -0.94 -1.22
*
```

natural (NBO) atomic charge list, values in e, 4 entries:
1 C -0.2274
2 C -0.0360
3 C 0.1691
4 C -0.6148